Record 1
A cluster of 14 separate species, C38H68BBr10O32 in total at a distorted geometry. Source: the OMol25 dataset; level of theory: ωB97M-V/def2-TZVPD.

```
149
Properties=species:S:1:pos:R:3:lowdin_charge:R:1
Br 3.322 -5.862 -0.023 0.643
Br -5.932 4.257 -1.540 0.604
Br 1.741 -2.516 3.760 0.710
Br 1.180 -2.499 -5.153 0.680
Br 4.301 -6.048 -4.711 0.599
Br 3.483 2.137 5.382 0.653
Br 4.585 -1.922 1.981 0.596
Br 1.958 5.781 2.804 0.624
Br -4.864 0.473 0.946 0.706
Br -0.095 -8.144 -2.304 0.584
O -1.274 -2.282 0.549 0.213
O 0.809 -1.669 -0.255 0.190
O -1.407 -4.379 -0.339 0.150
O -3.385 7.284 1.187 0.005
O -3.520 1.418 -2.873 0.101
O 2.752 1.290 -2.850 -0.005
O -1.003 -0.019 -0.404 0.222
O -2.517 7.777 -0.886 0.089
O 6.560 -3.741 -3.295 -0.034
O -6.066 -2.988 1.025 -0.021
O 1.220 -3.505 -1.454 0.132
O -2.718 5.658 -0.035 -0.005
O 4.160 2.961 -1.045 0.017
O -0.468 -8.007 1.913 -0.019
O -0.049 -0.465 1.703 0.179
O 2.753 1.846 0.295 0.052
O 4.222 2.128 -4.085 0.003
O 0.534 -6.438 3.161 -0.001
O -2.514 -0.534 -3.103 0.028
O -1.436 1.296 -3.642 0.004
O 4.846 -2.875 -2.095 -0.009
O 1.983 2.456 -4.644 0.066
O -1.558 2.097 -0.038 0.132
O 2.325 3.934 -0.550 0.036
O -2.446 5.556 3.506 0.017
O 1.194 -8.546 3.326 0.111
O 5.300 -2.124 -4.179 0.096
O -0.076 1.630 2.556 0.133
O -1.658 5.406 5.528 0.125
O -7.348 -2.295 2.623 0.013
O -2.783 7.248 4.816 -0.003
O -5.456 -3.400 3.149 0.110
C 0.501 -7.729 2.771 -0.621
C 1.574 -7.090 -1.975 -0.630
C 2.468 3.316 4.202 -0.692
C -0.215 -5.399 2.568 -0.050
C -6.223 -2.892 2.376 -0.667
C 2.500 -0.757 3.498 -0.719
C 6.971 -4.469 -2.119 -0.056
C -0.868 -3.325 -0.186 -0.361
C -0.364 0.850 1.686 -0.318
C 2.042 -4.181 -4.601 -0.663
C 1.587 -6.678 -0.529 -0.672
C -2.135 5.237 -1.306 -0.044
C -1.063 1.088 0.305 -0.402
C 1.436 0.522 -2.844 0.067
C 3.291 -4.453 -5.433 -0.593
C -4.656 -3.402 0.764 -0.024
C -2.559 0.776 -3.212 -0.637
C 3.185 4.659 3.918 -0.602
C 0.518 -2.866 -0.759 -0.365
C -2.313 5.994 4.726 -0.650
C 4.666 2.835 -5.253 -0.021
C -4.773 2.216 0.054 -0.686
C 3.802 -1.806 -2.020 0.008
C -3.482 8.694 1.459 -0.032
C -2.803 6.990 0.021 -0.587
C -3.630 -1.105 -2.425 -0.036
C 5.500 -2.878 -3.249 -0.615
C -0.795 -9.448 1.778 0.013
C -5.920 2.364 -0.926 -0.647
C -7.714 -2.082 4.045 0.008
C 2.910 2.028 -3.904 -0.593
C 3.128 -0.605 2.165 -0.666
C 5.084 1.829 -0.893 -0.004
C -1.428 2.719 -3.869 0.006
C -1.962 4.194 3.346 -0.009
C -2.509 7.973 6.015 -0.046
C 0.936 3.809 -0.165 -0.019
C 3.019 2.852 -0.416 -0.620
B -0.388 -1.117 0.413 -0.875
H -2.441 3.447 3.965 0.102
H 3.985 3.139 -6.000 0.075
H 1.744 0.016 3.568 0.041
H 2.983 -1.924 -2.738 0.058
H 4.011 -3.646 -5.366 0.022
H 0.825 -5.950 -0.319 0.016
H 7.803 -5.107 -2.386 0.084
H -1.506 8.429 6.050 0.103
H 0.581 1.151 -2.775 0.058
H 3.228 -0.672 4.304 0.016
H -2.643 7.264 6.844 0.094
H -1.305 -5.612 2.543 0.117
H -8.822 -2.166 4.148 0.101
H -0.192 -10.092 2.377 0.076
H 5.757 1.903 -0.018 0.104
H 4.239 -0.819 -2.197 0.085
H 5.424 2.149 -5.647 0.099
H 4.097 4.475 3.351 0.054
H -2.097 3.019 -4.663 0.103
H -0.915 4.179 3.597 0.059
H 6.192 -5.198 -1.916 0.064
H -2.065 3.961 2.282 0.090
H 2.428 -7.735 -2.188 0.050
H 1.443 -7.522 0.141 0.037
H 1.463 3.385 4.607 0.044
H -0.671 -9.704 0.735 0.069
H -2.585 9.076 1.982 0.107
H 0.606 4.843 -0.076 0.082
H 3.530 0.361 1.952 0.034
H 7.248 -4.003 -1.172 0.097
H -2.703 5.439 -2.210 0.095
H -1.863 -9.546 2.047 0.101
H -4.775 2.982 0.840 0.056
H -3.657 -0.631 -1.448 0.043
H -0.001 -4.452 3.017 0.014
H 1.547 -6.268 -2.651 0.009
H 3.443 5.246 4.777 0.038
H -4.232 8.782 2.204 0.075
H 1.513 -0.092 -1.937 0.091
H 1.316 -4.977 -4.726 0.051
H 3.355 -1.865 -1.037 0.065
H -3.247 8.722 6.225 0.078
H 0.166 -5.336 1.554 0.063
H 5.705 1.708 -1.798 0.099
H -3.789 9.299 0.633 0.084
H -7.204 -2.690 4.772 0.081
H 2.556 -0.693 1.260 0.029
H -6.899 2.180 -0.486 0.046
H -1.846 3.193 -2.975 0.066
H -3.486 -2.171 -2.270 0.095
H -4.441 -4.298 1.294 0.074
H -3.784 2.222 -0.436 0.020
H 0.387 3.305 -0.940 0.080
H 0.823 3.281 0.785 0.075
H -7.438 -1.051 4.257 0.088
H -0.416 3.037 -3.991 0.076
H 5.193 3.724 -4.877 0.098
H -5.796 1.725 -1.823 0.052
H -3.881 -2.719 1.126 0.081
H 2.260 2.731 3.287 0.037
H -4.622 -0.897 -2.817 0.098
H 4.514 0.923 -0.776 0.060
H -1.133 5.613 -1.346 0.081
H -4.574 -3.600 -0.296 0.085
H 1.382 -0.020 -3.761 0.036
H -2.060 4.159 -1.192 0.054
H 2.251 -4.000 -3.520 0.029
H 3.121 -4.658 -6.482 0.051
```

Calculated values
* HOMO level: -7.66 eV
* LUMO energy: 0.0685 Ha
* net charge: -1

Record 2
A structure of composition C15H34BBrNO5P at a distorted geometry. Source: the OMol25 dataset; level of theory: ωB97M-V/def2-TZVPD.

```
58
Properties=species:S:1:pos:R:3:lowdin_charge:R:1
Br -1.063 -4.220 -0.380 0.840
P -0.672 -1.878 -2.029 0.263
O -1.681 -3.096 -1.695 -0.676
O 0.219 -1.579 -0.918 -0.249
O 0.110 -2.195 -3.358 0.022
O 1.621 -3.800 -2.398 0.122
O -1.687 -0.748 -2.412 -0.156
N 2.552 -1.808 -3.510 -0.053
C -2.316 2.169 0.824 -0.208
C -1.553 2.794 -1.544 -0.187
C -2.755 0.735 0.593 -0.211
C -1.065 0.534 -2.686 -0.200
C -2.492 3.109 -0.375 -0.210
C 1.699 -0.575 3.219 -0.205
C 1.745 0.946 2.976 -0.254
C -0.760 -1.317 3.092 -0.210
C 2.171 -0.488 -4.021 -0.065
C 3.118 1.599 3.258 -0.098
C -2.061 1.669 -2.498 -0.146
C 0.472 -1.089 3.974 -0.219
C -1.270 -0.022 2.475 -0.220
C -2.673 -0.132 1.851 -0.191
C 3.599 -1.693 -2.488 -0.056
B 1.460 -2.597 -3.066 -0.773
H -0.551 -2.075 2.348 0.096
H -3.764 0.666 0.186 0.119
H -2.301 2.133 -3.448 0.108
H 3.525 1.975 2.326 0.060
H 3.814 0.925 3.739 0.060
H -3.525 3.224 -0.693 0.113
H -0.548 2.601 -1.178 0.107
H -2.892 2.554 1.669 0.117
H -2.988 1.290 -2.087 0.103
H 1.535 1.102 1.919 0.088
H -1.271 2.241 1.104 0.102
H 3.050 -0.048 -4.488 0.091
H -0.160 0.685 -2.107 0.102
H 4.567 -1.574 -2.970 0.087
H -2.072 0.275 -0.113 0.089
H 1.818 -1.131 2.294 0.112
H 3.434 -0.853 -1.813 0.094
H -3.396 0.213 2.591 0.108
H -0.582 0.240 1.676 0.093
H 2.565 -0.813 3.836 0.093
H -1.484 3.699 -2.144 0.100
H -0.770 0.509 -3.733 0.118
H 1.406 -4.500 -3.038 0.126
H 2.959 2.486 3.863 0.061
H 3.652 -2.584 -1.876 0.085
H -2.175 4.089 -0.013 0.104
H -2.932 -1.166 1.631 0.107
H 0.951 1.473 3.491 0.091
H -1.532 -1.696 3.766 0.111
H -1.264 0.755 3.236 0.113
H 1.449 -0.601 -4.818 0.088
H 0.738 -2.081 4.346 0.102
H 1.800 0.174 -3.244 0.081
H 0.229 -0.502 4.857 0.111
```

Calculated values
* HOMO level: -9.76 eV
* LUMO energy: -0.0263 Ha
* net charge: 0

Record 3
A cluster of 7 separate species, C50H54F6N5S in total at a distorted geometry. Source: the OMol25 dataset; level of theory: ωB97M-V/def2-TZVPD.

```
116
Properties=species:S:1:pos:R:3:lowdin_charge:R:1
S 4.514 -2.369 -3.507 0.696
F -0.698 -4.263 5.236 0.048
F -2.937 3.979 -5.201 0.071
F -3.763 -0.917 9.721 0.038
F -4.951 -4.272 2.293 0.055
F 5.632 10.243 -2.933 0.054
F 2.724 6.451 -2.428 0.050
N -1.973 -5.153 -3.329 -0.041
N 3.050 -4.402 -5.364 0.042
N -0.609 -2.295 -5.343 -0.132
N -1.454 -3.101 -4.657 0.142
N -0.559 -0.656 -7.296 0.008
C -4.641 -7.672 3.519 -0.082
C 5.373 11.667 -4.796 -0.014
C 3.812 -3.463 -4.656 -0.494
C 0.656 -3.301 6.909 -0.022
C 4.476 9.480 -6.285 -0.081
C -1.650 3.838 -4.855 -0.283
C -0.599 -3.550 6.365 -0.293
C 0.808 -2.703 -5.552 0.094
C 3.368 8.504 -1.462 -0.010
C -3.220 0.235 10.137 -0.297
C -0.893 2.827 -5.436 -0.037
C -4.545 -5.319 3.025 -0.298
C -5.066 -6.581 2.761 -0.024
C -1.668 -3.460 0.236 -0.245
C -0.393 -2.071 8.704 -0.082
C -1.753 -3.069 6.974 -0.011
C -2.005 1.480 11.798 -0.080
C -3.706 -7.486 4.541 -0.090
C -3.309 1.364 9.330 -0.015
C 1.597 -4.052 -5.067 -0.091
C 5.285 10.405 -4.217 -0.289
C 1.383 7.342 -0.705 -0.026
C -1.651 -2.331 8.153 -0.063
C 2.545 -6.151 -2.676 -0.207
C 5.018 11.835 -6.134 -0.080
C 0.760 -2.553 8.082 -0.080
C -3.192 -6.214 4.801 -0.078
C 2.493 7.425 -1.538 -0.285
C 0.448 2.682 -5.081 -0.101
C -2.748 2.565 9.765 -0.080
C 0.573 -5.032 -4.167 0.074
C -2.094 2.620 10.998 -0.094
C -1.093 4.705 -3.922 0.001
C 4.567 10.742 -6.876 -0.096
C -0.894 -4.356 -4.100 -0.079
C 0.221 -7.390 -2.723 -0.120
C -1.142 -0.990 -5.937 -0.185
C 1.145 8.354 0.225 -0.081
C 4.842 9.310 -4.950 -0.023
C -1.748 -4.847 -0.695 -0.174
C -0.227 -2.686 -0.007 -0.131
C 1.173 -6.411 -3.597 -0.299
C 0.245 4.554 -3.558 -0.064
C 2.422 -4.858 -1.676 -0.148
C 2.015 9.444 0.305 -0.091
C -2.443 -4.393 -2.109 -0.224
C -3.610 -5.126 4.035 -0.024
C 1.014 3.545 -4.139 -0.087
C -2.576 0.282 11.368 -0.020
C 3.124 9.521 -0.539 -0.068
H 4.286 10.873 -7.919 0.102
H 5.093 12.815 -6.597 0.107
H 0.284 8.294 0.887 0.106
H 4.120 8.631 -6.865 0.105
H 0.709 -8.479 -2.742 0.103
H 3.499 -4.719 -1.181 0.095
H -2.468 -6.072 5.599 0.099
H -1.843 -3.765 1.365 0.105
H -2.361 -3.229 -2.182 0.108
H 1.737 -2.346 8.510 0.106
H -0.937 -0.103 -5.181 0.142
H 3.797 10.373 -0.479 0.109
H 0.714 6.492 -0.787 0.104
H -3.377 -8.336 5.135 0.103
H -2.820 3.455 9.145 0.106
H 3.521 -6.071 -3.359 0.111
H -2.524 -0.611 11.981 0.118
H 1.685 -5.047 -0.758 0.082
H -2.331 -1.096 -5.970 0.162
H 2.196 -3.839 -2.229 0.044
H -0.874 -7.547 -3.169 0.094
H -3.814 1.300 8.372 0.117
H 0.458 -2.866 0.929 0.087
H 0.277 -3.237 -0.932 0.038
H 1.468 -1.943 -6.195 0.140
H 0.382 -0.226 -7.085 0.074
H -1.352 2.161 -6.160 0.102
H -2.462 -5.576 -0.075 0.123
H 1.569 -7.048 -4.526 0.166
H -2.720 -3.274 6.528 0.107
H -5.036 -8.664 3.316 0.106
H -2.795 -5.132 -4.001 0.122
H -1.653 3.556 11.335 0.103
H 0.686 5.222 -2.822 0.080
H 1.541 -3.691 6.418 0.113
H -3.214 -4.132 4.218 0.102
H 1.051 1.900 -5.535 0.089
H -0.314 -1.491 9.621 0.100
H 0.170 -7.110 -1.563 0.089
H -5.798 -6.704 1.970 0.114
H -1.704 5.489 -3.487 0.122
H -1.492 1.525 12.756 0.107
H -0.454 -1.496 -7.909 0.095
H -2.547 -1.957 8.641 0.083
H 4.230 8.543 -2.119 0.090
H 2.666 -7.109 -1.997 0.125
H 2.059 3.429 -3.859 0.104
H -0.651 -5.244 -0.788 0.074
H -2.518 -2.689 -0.050 0.108
H 1.827 10.235 1.027 0.103
H 4.785 8.335 -4.476 0.108
H 5.717 12.507 -4.201 0.117
H -3.607 -4.634 -1.999 0.146
H -0.334 -1.562 -0.323 0.078
```

Calculated values
* HOMO level: -10.42 eV
* LUMO energy: -0.1791 Ha
* net charge: +1

Record 4
A cluster of 16 separate species, C16H64N32O16 in total at a distorted geometry. Source: the OMol25 dataset; level of theory: ωB97M-V/def2-TZVPD.

```
128
Properties=species:S:1:pos:R:3:lowdin_charge:R:1
O 1.512 -3.204 2.445 -0.031
O -4.921 -1.820 -4.236 -0.026
O 0.763 3.508 3.290 -0.051
O -0.129 3.175 -1.160 -0.044
O -1.025 -0.856 3.646 0.009
O 3.524 0.466 5.468 -0.018
O -0.670 -5.221 -1.648 -0.019
O 4.745 -3.140 -0.431 -0.006
O -3.848 0.659 -1.946 -0.017
O -4.590 -4.214 3.045 0.028
O -4.682 1.947 1.325 0.025
O 5.798 1.222 -3.942 -0.022
O 1.500 0.348 0.487 -0.073
O 3.594 3.344 -0.080 -0.018
O 2.297 0.377 -4.193 -0.013
O -2.953 -1.686 0.241 -0.052
N -0.558 0.420 -0.494 0.183
N 3.616 -1.643 -1.742 0.152
N -3.069 3.003 0.138 0.159
N -4.277 -3.417 -0.549 0.174
N -2.959 -0.035 2.828 0.190
N -0.028 -1.222 1.084 0.199
N 3.633 -1.432 0.560 0.159
N 0.535 4.323 1.167 0.175
N -0.499 2.344 1.740 0.198
N -4.192 1.039 -4.183 0.169
N 1.646 0.873 -6.323 0.153
N 5.401 3.074 1.240 0.145
N -2.569 -4.033 2.071 0.165
N 3.872 0.497 -5.845 0.169
N -3.170 -2.162 -2.823 0.170
N 0.441 -3.201 -1.523 0.175
N -3.665 -3.706 -4.470 0.165
N 0.265 -4.559 0.313 0.151
N -0.395 3.820 -3.347 0.176
N -1.950 1.141 4.478 0.159
N 1.703 3.704 -2.391 0.197
N -5.135 -1.285 -0.274 0.194
N 4.162 1.179 -2.351 0.155
N 3.033 -3.845 4.074 0.170
N 3.437 2.052 1.879 0.180
N -2.834 -5.566 3.759 0.144
N 2.022 0.610 3.729 0.168
N 1.175 -2.603 4.629 0.166
N 2.807 2.520 4.754 0.143
N -4.695 2.642 -2.541 0.162
N -4.463 4.265 1.427 0.144
N 6.332 1.929 -1.849 0.158
C -3.444 -4.606 2.965 -0.661
C -4.250 1.390 -2.861 -0.628
C 4.008 -2.161 -0.535 -0.677
C 2.591 0.574 -5.377 -0.641
C -4.083 2.972 1.048 -0.648
C -4.042 -2.108 -0.191 -0.640
C 1.873 -3.246 3.633 -0.601
C 0.357 3.568 -2.228 -0.600
C -3.939 -2.497 -3.890 -0.647
C 5.450 1.351 -2.750 -0.593
C 4.080 2.783 0.911 -0.601
C -1.894 -0.007 3.693 -0.649
C 2.898 1.148 4.650 -0.672
C -0.113 -4.337 -0.988 -0.657
C 0.386 -0.210 0.272 -0.590
C 0.268 3.394 2.141 -0.605
H -2.701 -2.912 -2.345 0.080
H -1.539 0.225 -0.369 0.073
H 0.768 -2.494 -0.888 0.058
H 7.059 2.465 -2.289 0.097
H 0.283 4.107 0.213 0.032
H 3.460 -4.455 3.400 0.110
H -0.755 2.341 0.769 0.032
H 2.065 4.160 -3.210 0.104
H 1.614 1.300 3.126 0.040
H -3.212 -1.232 -2.432 0.061
H -4.686 1.600 -4.856 0.096
H 3.533 -0.639 -1.874 0.043
H -5.903 -1.469 -0.892 0.109
H -1.848 -5.716 3.757 0.082
H 3.984 -1.627 1.478 0.089
H 3.808 1.530 -1.475 0.077
H 2.004 1.156 -7.213 0.092
H 0.173 4.214 -4.073 0.094
H -4.903 3.429 -3.122 0.097
H -2.704 2.071 0.013 0.076
H -0.670 1.543 2.326 0.075
H -3.404 -5.739 4.571 0.098
H -4.216 0.037 -4.359 0.062
H 2.204 3.027 4.086 0.037
H 0.633 -1.634 1.727 0.060
H 0.748 1.073 -5.935 0.096
H 3.564 3.017 5.186 0.093
H 1.073 5.119 1.448 0.104
H -0.182 1.102 -1.133 0.081
H 1.590 -0.266 3.945 0.060
H 5.941 2.377 -1.033 0.047
H 0.145 -5.370 0.886 0.098
H 0.510 -2.980 -2.494 0.100
H 0.387 -2.048 4.313 0.050
H -3.587 0.741 2.901 0.067
H -4.661 2.710 -1.532 0.074
H 0.559 -3.779 0.893 0.031
H -5.173 -3.822 -0.360 0.116
H 4.033 0.401 -6.828 0.098
H 3.420 -3.501 4.930 0.100
H 3.503 1.076 -3.122 0.048
H -4.210 -4.034 -5.242 0.101
H -1.615 -4.329 1.970 0.065
H -2.712 -4.005 -4.360 0.097
H -1.249 1.149 5.206 0.109
H -0.974 -1.554 0.926 0.068
H 5.797 3.863 0.766 0.099
H -2.976 -0.793 2.159 0.070
H -2.823 1.574 4.706 0.096
H 3.930 -2.225 -2.501 0.101
H -5.371 4.406 1.836 0.094
H -3.394 -3.902 -0.433 0.099
H 2.363 3.630 -1.620 0.067
H 2.589 1.617 1.526 0.053
H -2.846 -3.206 1.571 0.039
H -3.780 4.951 1.692 0.090
H -4.965 -0.312 -0.057 0.078
H 4.581 0.309 -5.143 0.071
H 5.851 2.710 2.057 0.098
H 1.195 -2.887 5.589 0.104
H -2.706 3.836 -0.274 0.102
H 4.050 1.447 2.401 0.101
H -1.363 3.579 -3.410 0.100
H 3.023 -0.602 0.534 0.038
```

Calculated values
* HOMO level: -8.54 eV
* relative energy (zero: lowest compared OMol25 entry of this formula, charge and spin): 119.7 kJ/mol
* LUMO energy: -0.0042 Ha
* net charge: 0